(1)
Here is a 2-piece molecular cluster, C2H3BrO2 overall in a non-equilibrium geometry from the OMol25 dataset. Energies are from ωB97M-V with the def2-TZVPD basis set.

multiplicity = 1
frontier orbital gap (spin up / spin down) = 0.2260 / 0.2266 Eh
LUMO (spin up / spin down) = -1.7549 / -1.7518 eV
E_HOMO (spin up / spin down) = -7.905 / -7.919 eV
net charge = 0
energy above the lowest of the compared OMol25 structures with the same formula, charge and spin = 163.1 kcal per mole

```
8
Properties=species:S:1:pos:R:3:mulliken_charge:R:1
Br 2.4691 0.0489 0.3242 0.09
O -0.2245 2.5071 -0.0734 -0.76
O 0.0597 -0.7815 -1.0050 -0.20
C -0.5013 -1.0279 0.3197 -0.07
C 0.7226 -0.2882 -0.0218 0.21
H -0.8263 2.0639 -0.7597 0.22
H -1.3460 -0.5343 0.4632 0.27
H -0.3533 -1.9881 0.7528 0.25
```


(2)
Here is C7H12FN2OP as an isolated structure in a non-equilibrium geometry from the OMol25 dataset. Energies are from ωB97M-V with the def2-TZVPD basis set.

multiplicity = 1
frontier orbital gap (spin up / spin down) = 0.2903 / 0.2990 Eh
LUMO (spin up / spin down) = -8.6947 / -8.4302 eV
E_HOMO (spin up / spin down) = -16.593 / -16.566 eV
net charge = +2
energy above the lowest of the compared OMol25 structures with the same formula, charge and spin = 2.0 kcal per mole

```
24
Properties=species:S:1:pos:R:3:mulliken_charge:R:1
P -2.8666 -2.1333 0.3176 0.12
F 1.8296 -0.1335 1.6138 -0.31
O -1.4728 -1.6095 -0.0170 -0.21
N -1.1681 0.1335 -0.1282 -0.06
N 2.9910 -1.8004 -0.2059 -0.19
C 0.2582 1.9436 0.4202 -0.48
C -1.9767 2.3251 -0.2222 -0.54
C -2.1788 1.0096 -0.3531 -0.01
C -0.7974 2.9088 0.1529 -0.52
C 1.1355 -0.4774 0.5073 0.12
C 0.0077 0.5639 0.3344 0.44
C 2.0956 -0.7350 -0.6750 -0.82
H 0.6874 -1.5129 0.5673 0.42
H 2.7049 0.2160 -0.6666 0.38
H 1.1282 2.3628 0.9873 0.37
H -3.4230 -1.6937 1.5022 0.21
H 1.6467 -0.7642 -1.6755 0.42
H -2.9085 0.6598 -1.0245 0.43
H -2.8134 2.9080 -0.4086 0.43
H 3.2494 -1.5297 0.7651 0.39
H -3.7244 -2.0023 -0.8984 0.19
H -0.8058 3.9334 0.2111 0.55
H 3.7371 -1.8100 -0.8653 0.36
H 2.6643 -2.7627 -0.2388 0.33
```


(3)
Here is one molecule with the formula C27H30N4O6 from the OMol25 dataset. Energies are from ωB97M-V with the def2-TZVPD basis set.

multiplicity = 1
frontier orbital gap = 0.3546 Eh
LUMO = 0.5030 eV
E_HOMO = -9.147 eV
net charge = 0
SMILES string = CC(C)C[C@H](NC(=O)c1nc[nH]c1C(=O)NCC(=O)OCc1ccccc1)C(=O)OCc1ccccc1
energy above the lowest of the compared OMol25 structures with the same formula, charge and spin = 36.1 kcal per mole

```
67
Properties=species:S:1:pos:R:3:mulliken_charge:R:1
O 6.6312 1.5110 1.6149 -0.62
O -2.6326 0.9148 1.6827 -0.09
O 0.8963 1.9125 1.3046 -0.95
O 4.2659 -1.0881 2.1619 -0.72
O -3.8230 2.6292 0.8440 -0.65
O 4.7549 1.5005 0.3739 -0.18
N -0.7379 1.0332 0.0039 0.06
N 3.2277 0.9261 2.3544 -0.13
N 0.2118 -1.4439 0.2243 -0.51
N 2.0620 -2.2562 1.0756 0.23
C -6.3648 -1.8620 1.0154 -0.55
C -3.7351 0.4524 2.4646 -1.03
C 3.7373 -2.7411 -1.6983 -0.64
C -2.8319 1.9512 0.8706 -0.09
C -2.7828 2.0945 -3.7172 -1.75
C -2.4391 1.5002 -2.3513 0.97
C 5.4258 1.0937 -0.8239 -1.23
C -5.7774 -0.7967 1.6761 -0.62
C -4.3962 -0.7099 1.7684 0.85
C 0.3785 0.9499 0.7462 0.62
C 5.4364 1.5329 1.5171 0.69
C 2.0894 -0.9174 1.3357 -0.27
C 3.6157 -0.3490 -1.7803 -0.39
C -3.6072 -1.6943 1.1837 -0.22
C 0.9190 -0.4169 0.7874 1.24
C 5.5467 -1.4181 -0.8413 -0.34
C 4.4560 1.6039 2.6916 -0.70
C 3.0528 -1.5857 -2.0383 -0.40
C -1.9973 2.6331 -1.4165 -1.32
C 3.2950 -0.3655 1.9857 -0.04
C 0.9214 -2.5215 0.4112 -0.88
C 4.8706 -0.2577 -1.1903 0.87
C -5.5764 -2.8388 0.4319 -0.50
C 4.9824 -2.6555 -1.0990 -0.64
C -1.5961 2.1872 -0.0032 0.10
C -3.6394 0.7313 -1.8048 -0.88
C -4.1968 -2.7517 0.5148 -0.52
H -4.4569 1.4130 -1.5821 0.23
H -1.0295 2.9965 0.4789 0.45
H -6.3930 -0.0282 2.1198 0.37
H 0.6341 -3.5013 0.0859 0.46
H 2.4217 1.4743 2.0350 0.42
H 6.5032 1.0577 -0.6378 0.47
H -3.0551 1.3082 -4.4171 0.41
H 3.0781 0.5543 -2.0293 0.38
H 2.0766 -1.6486 -2.4966 0.41
H 4.9385 1.1199 3.5463 0.31
H -3.3108 0.1434 3.4248 0.31
H -1.1053 0.1514 -0.3293 0.48
H 5.1980 1.8441 -1.5857 0.36
H 4.2418 2.6445 2.9349 0.41
H -3.6219 2.7808 -3.6295 0.37
H -6.0364 -3.6652 -0.0892 0.40
H 3.2974 -3.7077 -1.8987 0.45
H -4.4427 1.2729 2.6178 0.42
H -3.3941 0.1857 -0.8965 -0.13
H -1.6020 0.8056 -2.4837 0.15
H 6.5096 -1.3521 -0.3579 0.40
H -2.5305 -1.6224 1.2467 0.40
H -3.5765 -3.5082 0.0576 0.42
H 2.8219 -2.8705 1.3304 0.28
H 5.5148 -3.5542 -0.8247 0.41
H -7.4408 -1.9242 0.9494 0.39
H -2.8129 3.3505 -1.3080 0.39
H -1.1484 3.1462 -1.8715 0.50
H -1.9350 2.6386 -4.1270 0.42
H -3.9870 0.0072 -2.5388 0.53
```